Molecular formula: C30H66N4O9S5
Method: DFT, ωB97M-V/def2-TZVPD

Last column: Mulliken charge in e.
Positions of all 114 atoms, in Å:
C (3.903, 1.576, 1.109)  -0.30
O (4.053, 0.175, 1.232)  -0.24
H (4.421, 2.192, 1.844)  0.38
H (4.479, 1.870, 0.232)  0.31
H (2.856, 1.833, 0.947)  -0.23
H (4.428, -0.018, 2.094)  0.15
C (-3.243, 0.124, 2.784)  -0.65
O (-2.338, -0.763, 2.231)  -0.37
H (-2.717, 1.077, 2.850)  0.24
H (-4.129, 0.365, 2.196)  0.15
H (-3.562, -0.158, 3.788)  0.34
H (-1.848, -0.498, 1.450)  0.20
C (-1.088, 0.177, -4.835)  -0.19
O (-0.388, -0.181, -5.959)  -0.64
H (-2.127, 0.437, -5.037)  0.22
H (-1.080, -0.645, -4.118)  0.17
H (-0.606, 1.070, -4.438)  -0.12
H (0.520, -0.283, -5.665)  0.62
C (-1.118, -5.127, -1.694)  -0.36
O (-0.670, -6.460, -1.844)  -0.57
H (-0.921, -4.747, -2.697)  0.24
H (-2.197, -5.101, -1.545)  0.33
H (-0.529, -4.444, -1.082)  0.12
H (-0.573, -6.968, -1.035)  0.29
N (-3.222, 3.544, 0.176)  0.30
C (-4.260, 2.666, 0.532)  -0.02
C (-4.874, 3.138, 1.644)  -0.90
C (-4.024, 4.083, 2.231)  -0.46
C (-3.064, 4.441, 1.194)  -0.82
H (-2.770, 3.621, -0.724)  -0.03
H (-4.508, 1.853, -0.133)  0.30
H (-5.637, 2.746, 2.300)  0.39
H (-4.331, 4.575, 3.142)  0.45
H (-2.380, 5.272, 1.100)  0.48
N (-4.738, -1.043, -1.189)  -0.05
C (-3.641, -1.932, -1.280)  -0.37
C (-3.679, -2.645, -2.455)  -0.25
C (-4.768, -2.045, -3.157)  -0.74
C (-5.346, -1.075, -2.414)  -0.76
H (-4.906, -0.433, -0.402)  0.28
H (-2.982, -2.122, -0.446)  0.57
H (-2.911, -3.308, -2.824)  0.47
H (-5.152, -2.338, -4.123)  0.40
H (-6.184, -0.430, -2.635)  0.50
N (5.242, -3.623, 4.208)  0.02
C (4.726, -4.788, 3.727)  -0.61
C (3.977, -4.558, 2.627)  -1.03
C (4.121, -3.163, 2.378)  0.30
C (4.950, -2.596, 3.348)  -0.93
H (5.711, -3.566, 5.101)  0.22
H (4.842, -5.654, 4.362)  0.39
H (3.332, -5.235, 2.086)  0.63
H (3.534, -2.745, 1.573)  0.59
H (5.218, -1.585, 3.618)  0.44
N (-0.991, 0.656, -0.612)  1.55
C (-0.810, -0.546, -1.261)  -1.42
C (0.117, -1.221, -0.546)  -0.85
C (0.670, -0.462, 0.463)  -0.09
C (-0.029, 0.759, 0.347)  -1.21
H (-1.560, 1.461, -0.832)  -0.29
H (-1.415, -0.777, -2.125)  0.60
H (0.492, -2.225, -0.678)  0.46
H (1.484, -0.632, 1.152)  0.64
H (0.012, 1.709, 0.858)  0.49
C (4.288, -1.459, -4.447)  -1.06
S (3.210, 0.048, -4.281)  0.41
O (1.993, -0.270, -5.108)  -0.69
C (2.749, -0.360, -2.575)  -0.35
H (5.049, -1.466, -3.667)  0.38
H (4.687, -1.391, -5.459)  0.36
H (3.751, -2.403, -4.362)  0.32
H (2.257, 0.493, -2.107)  -0.28
H (3.556, -0.538, -1.865)  0.49
H (2.150, -1.270, -2.560)  0.27
C (-4.367, 2.842, -3.615)  -0.84
S (-2.658, 3.556, -3.440)  2.23
O (-1.841, 2.525, -2.627)  -1.68
C (-2.178, 3.523, -5.248)  -1.07
H (-4.800, 2.827, -2.615)  0.08
H (-4.340, 1.785, -3.881)  0.19
H (-5.110, 3.213, -4.321)  0.35
H (-2.257, 2.541, -5.714)  0.18
H (-1.144, 3.804, -5.451)  0.34
H (-2.964, 4.200, -5.582)  0.16
C (1.911, 2.125, 4.002)  -0.66
S (2.727, 0.594, 4.780)  0.70
O (4.052, 0.313, 4.105)  -0.69
C (3.098, 1.428, 6.401)  -1.15
H (2.574, 2.990, 4.034)  0.42
H (0.991, 2.263, 4.569)  0.51
H (1.486, 1.966, 3.011)  -0.24
H (2.174, 1.750, 6.881)  0.38
H (3.679, 2.323, 6.180)  0.35
H (3.575, 0.769, 7.127)  0.34
C (0.423, -5.400, 3.564)  -0.83
S (-0.709, -4.002, 3.862)  0.57
O (-1.140, -3.841, 5.334)  -0.68
C (0.638, -2.772, 3.614)  -0.78
H (1.140, -5.396, 2.742)  0.13
H (-0.177, -6.308, 3.613)  0.36
H (1.119, -5.322, 4.399)  0.32
H (1.015, -2.827, 2.592)  0.18
H (1.421, -3.058, 4.315)  0.36
H (0.490, -1.714, 3.831)  0.33
C (1.391, 3.320, -1.357)  -0.14
S (0.575, 4.704, -0.433)  0.16
O (1.577, 5.003, 0.733)  -0.68
C (0.817, 5.996, -1.702)  -0.44
H (0.834, 2.806, -2.140)  0.23
H (1.801, 2.561, -0.691)  -0.75
H (2.309, 3.660, -1.837)  0.44
H (0.062, 5.678, -2.421)  0.37
H (1.828, 5.992, -2.111)  0.29
H (0.512, 6.919, -1.210)  0.11

Output
2S+1   2
HOMO level (spin up / spin down)   0.3 / -6.2 eV
Net charge   -1
Gap between HOMO and LUMO (spin up / spin down)   1.35 / 7.82 eV


Molecular formula: C30H66N6O23S4
Method: DFT, ωB97M-V/def2-TZVPD

Last column: Mulliken charge in e.
Positions of all 129 atoms, in Å:
C (-1.599, 5.790, 4.166)  -1.18
C (-0.503, 5.554, 3.157)  0.82
O (0.668, 5.632, 3.499)  -0.63
N (-0.905, 5.428, 1.899)  -0.13
C (-0.034, 5.232, 0.723)  -0.84
H (-1.193, 5.964, 5.163)  0.37
H (-2.250, 4.928, 4.317)  0.11
H (-2.347, 6.562, 3.987)  0.42
H (-1.876, 5.428, 1.620)  0.26
H (0.858, 5.849, 0.835)  0.30
H (-0.599, 5.565, -0.148)  0.42
H (0.179, 4.167, 0.629)  0.09
C (3.426, 3.216, -1.199)  -1.07
C (4.776, 3.428, -1.936)  0.70
O (5.792, 2.732, -1.728)  -0.70
N (4.859, 4.466, -2.766)  -0.19
C (6.059, 4.855, -3.557)  -0.89
H (2.884, 4.119, -0.919)  0.45
H (3.657, 2.698, -0.268)  0.24
H (2.531, 2.770, -1.634)  0.32
H (3.970, 4.917, -2.922)  0.22
H (6.684, 3.963, -3.564)  0.31
H (6.666, 5.652, -3.128)  0.32
H (5.728, 5.284, -4.503)  0.31
C (2.814, 3.174, -6.621)  -1.32
C (2.593, 1.904, -5.607)  0.63
O (1.520, 1.288, -5.674)  -0.59
N (3.632, 1.547, -4.858)  0.01
C (3.562, 0.243, -4.202)  -0.86
H (3.524, 3.103, -7.445)  0.39
H (2.545, 4.140, -6.194)  0.31
H (1.904, 3.231, -7.218)  0.39
H (4.507, 2.050, -4.914)  0.23
H (3.198, 0.173, -3.177)  0.14
H (4.547, -0.214, -4.109)  0.43
H (2.912, -0.461, -4.722)  0.19
C (3.513, -4.640, -1.243)  -1.14
C (2.666, -4.383, -0.005)  0.64
O (1.444, -4.558, -0.023)  -0.53
N (3.279, -4.029, 1.126)  -0.10
C (2.607, -3.620, 2.333)  -0.93
H (3.686, -3.680, -1.731)  0.22
H (2.877, -5.231, -1.902)  0.23
H (4.472, -5.118, -1.043)  0.44
H (4.179, -4.485, 1.184)  0.28
H (2.457, -4.532, 2.911)  0.48
H (1.603, -3.230, 2.163)  0.18
H (3.275, -3.082, 3.005)  0.28
C (-5.662, -0.430, 3.316)  -1.07
C (-5.297, 0.721, 2.361)  0.81
O (-5.997, 0.785, 1.399)  -0.38
N (-4.221, 1.566, 2.617)  0.58
C (-3.898, 2.633, 1.756)  -0.76
H (-6.117, -1.283, 2.811)  0.34
H (-6.215, 0.018, 4.142)  0.39
H (-4.719, -0.720, 3.780)  0.31
H (-3.717, 1.513, 3.491)  -0.09
H (-2.860, 2.512, 1.449)  0.12
H (-3.849, 3.684, 2.040)  0.34
H (-4.478, 2.723, 0.837)  0.40
C (-3.354, 2.413, 6.945)  -1.19
C (-2.588, 1.914, 5.659)  0.56
O (-2.965, 0.926, 5.055)  -0.74
N (-1.383, 2.432, 5.415)  0.18
C (-0.556, 2.136, 4.295)  -0.88
H (-3.052, 1.866, 7.838)  0.32
H (-4.409, 2.267, 6.712)  0.32
H (-3.207, 3.465, 7.191)  0.40
H (-1.055, 3.253, 5.903)  0.32
H (-0.847, 2.606, 3.356)  0.07
H (-0.500, 1.063, 4.108)  0.03
H (0.465, 2.461, 4.498)  0.59
C (-0.800, -5.790, -1.979)  0.24
C (-1.796, -6.694, -1.163)  0.02
O (-2.887, -7.030, -2.019)  -0.36
S (-2.832, -6.181, -3.456)  1.02
O (-3.503, -4.877, -3.361)  -0.46
O (-3.177, -7.186, -4.483)  -0.57
O (-1.158, -6.019, -3.312)  -0.38
H (0.206, -6.206, -1.930)  0.23
H (-0.784, -4.712, -1.815)  -0.17
H (-2.150, -6.151, -0.288)  0.03
H (-1.268, -7.511, -0.672)  0.32
C (1.321, -0.903, -0.392)  0.61
C (-0.069, -1.559, -0.168)  1.17
O (-0.925, -0.547, -0.423)  -0.32
S (-0.333, 1.033, -0.134)  0.77
O (-0.216, 1.230, 1.355)  -0.01
O (-1.034, 2.039, -0.927)  -0.62
O (1.062, 0.380, -0.900)  -0.19
H (1.771, -1.406, -1.248)  0.18
H (1.836, -0.920, 0.569)  -0.44
H (-0.085, -1.934, 0.855)  0.05
H (-0.353, -2.422, -0.770)  -1.15
C (-4.045, -2.587, -1.232)  0.35
C (-3.982, -1.423, -0.392)  -0.33
O (-3.141, -1.729, 0.674)  -0.11
S (-3.375, -3.341, 1.145)  1.15
O (-4.449, -3.517, 2.151)  -0.63
O (-2.129, -4.057, 1.281)  -0.48
O (-4.093, -3.668, -0.344)  -0.49
H (-3.167, -2.854, -1.820)  -0.35
H (-4.891, -2.604, -1.920)  0.50
H (-4.864, -1.041, 0.122)  0.27
H (-3.599, -0.541, -0.906)  0.20
C (3.077, -0.298, 5.561)  -0.53
C (1.721, -0.761, 4.907)  -0.20
O (1.827, -0.336, 3.584)  -0.07
S (3.227, 0.433, 3.154)  1.14
O (3.031, 1.881, 3.237)  -0.55
O (3.925, -0.134, 2.009)  -0.55
O (4.039, -0.208, 4.475)  -0.41
H (3.461, -0.988, 6.313)  0.35
H (2.929, 0.696, 5.982)  0.34
H (0.826, -0.298, 5.323)  0.20
H (1.572, -1.841, 4.915)  0.27
C (-1.454, -1.102, -4.212)  -0.02
C (0.023, -1.448, -4.127)  0.77
C (0.068, -2.623, -5.098)  -0.45
O (-0.881, -2.299, -6.048)  -0.44
C (-1.930, -1.481, -5.573)  -0.49
H (-1.874, -0.129, -3.959)  0.46
H (-1.796, -1.760, -3.413)  -0.43
H (0.420, -1.629, -3.128)  -0.30
H (0.505, -0.630, -4.663)  -0.26
H (-0.221, -3.615, -4.750)  0.19
H (1.045, -2.616, -5.581)  0.31
H (-2.941, -1.881, -5.650)  0.30
H (-1.959, -0.517, -6.082)  0.31

Output
2S+1   2
HOMO level (spin up / spin down)   -10.7 / -10.7 eV
Net charge   +1
Gap between HOMO and LUMO (spin up / spin down)   8.16 / 2.44 eV